Entry from OMol25: a structure of composition C17H29N4O2PPtS (wB97M-V/def2-TZVPD).

Results
<S²>: 2.005
molecular weight: 579.6 g/mol
multiplicity: 3
HOMO energy (spin up / spin down): -13.3 / -13.6 eV
E_LUMO (spin up / spin down): -6.15 / -6.70 eV
energy above the lowest of the compared OMol25 structures with the same formula, charge and spin: 104.8 kJ/mol
frontier orbital gap (spin up / spin down): 7.121 / 6.929 eV
total charge: +2

Geometry as XYZ:
```
55
Properties=species:S:1:pos:R:3:forces:R:3
Pt -0.43688 0.61758 1.31388 -0.2 0.5 0.5
C 5.51228 -5.12940 -1.37185 0.0 0.0 0.0
C 4.53669 -4.00414 -1.18456 0.0 0.0 0.0
C 3.20674 -4.26990 -0.84586 0.0 0.0 0.0
C 2.29030 -3.24744 -0.70090 0.0 0.1 0.0
C 2.71431 -1.93480 -0.88768 0.0 0.0 -0.1
C 4.02859 -1.63905 -1.22158 0.0 0.0 0.0
C 4.93023 -2.68062 -1.36958 0.0 0.0 0.0
S 1.57459 -0.62837 -0.67880 0.4 0.1 0.3
O 2.26362 0.62962 -0.83177 0.0 0.0 0.0
O 0.38784 -0.84490 -1.45429 -0.5 -0.1 -0.3
N 1.05231 -0.78110 0.87954 0.1 0.0 0.2
C 1.89135 -0.44768 1.96326 -0.1 0.0 -0.1
C 3.16959 -0.88092 2.26927 0.0 0.0 0.0
C 3.72078 -0.42827 3.45834 0.0 0.0 0.0
C 3.00077 0.41715 4.29855 0.0 0.0 0.0
C 1.73339 0.80886 3.91752 0.1 0.0 0.0
N 1.20921 0.38390 2.76782 0.0 -0.3 -0.2
H 5.28559 -5.96475 -0.71091 0.0 0.0 0.0
H 6.53410 -4.80402 -1.18545 0.0 0.0 0.0
H 5.46419 -5.49947 -2.39801 0.0 0.0 0.0
H 2.89354 -5.29571 -0.69688 0.0 0.0 0.0
H 1.26015 -3.45356 -0.44096 0.0 0.0 0.0
H 4.33006 -0.60990 -1.35927 0.0 0.0 0.0
H 5.95767 -2.46315 -1.63243 0.0 0.0 0.0
H 3.70202 -1.54903 1.60808 0.0 0.0 0.0
H 4.71676 -0.74310 3.74043 0.0 0.0 0.0
H 3.41447 0.76183 5.23479 0.0 0.0 0.0
H 1.12594 1.46669 4.52507 0.0 0.0 0.0
C -0.99940 4.08728 1.46975 0.0 0.0 0.0
P 0.05273 2.80764 0.72939 0.1 0.0 -0.2
C -0.02336 3.07481 -1.05625 -0.1 0.0 0.0
C 1.73357 3.25451 1.20908 0.0 0.0 0.0
H -0.65010 5.07508 1.16479 0.0 0.0 0.0
H -0.95252 4.01458 2.55621 0.0 0.0 0.0
H -2.03784 3.97507 1.15741 0.0 0.0 0.0
H 0.26223 4.09761 -1.30679 0.0 0.0 0.0
H -1.03704 2.89581 -1.41814 0.0 0.0 0.0
H 0.65504 2.37448 -1.54343 0.0 0.0 0.0
H 1.94694 4.26561 0.85788 0.0 0.0 0.0
H 2.43289 2.55392 0.75270 0.0 0.0 0.0
H 1.83809 3.22336 2.29298 0.0 0.0 0.0
N -4.62383 -0.64747 -1.61792 0.0 0.0 0.0
C -4.37685 -1.17298 -0.21705 0.0 0.0 0.0
C -2.99065 -0.81784 0.30855 0.0 -0.1 0.0
N -2.78416 0.53245 0.85705 0.1 -0.2 -0.2
H -5.52927 -0.96601 -1.97414 0.0 0.0 0.0
H -3.90595 -0.98129 -2.26781 0.0 0.0 0.0
H -4.63085 0.37338 -1.66050 0.0 0.0 0.0
H -4.47579 -2.25458 -0.28848 0.0 0.0 0.0
H -5.17818 -0.78920 0.41232 0.0 0.0 0.0
H -2.23084 -0.99976 -0.45923 0.0 0.0 0.0
H -2.77748 -1.52726 1.10856 0.0 0.0 0.0
H -3.32476 0.70357 1.69875 0.0 0.0 0.0
H -2.96791 1.27935 0.19818 0.0 0.0 0.0
```
Positions in Å, forces in eV/Å.

Charges computed using natural (NBO), reported in e: 0.802, -0.642, 0.045, -0.212, -0.158, -0.426, -0.118, -0.220, 2.327, -0.967, -0.969, -0.919, 0.359, -0.266, -0.103, -0.257, 0.059, -0.511, 0.230, 0.231, 0.243, 0.229, 0.229, 0.243, 0.231, 0.255, 0.245, 0.250, 0.220, -0.958, 1.036, -0.964, -0.967, 0.261, 0.258, 0.238, 0.257, 0.229, 0.290, 0.258, 0.284, 0.253, -0.671, -0.240, -0.278, -0.852, 0.459, 0.453, 0.439, 0.253, 0.240, 0.244, 0.253, 0.408, 0.385

Entry from OMol25: a structure of composition C54H136AsF12N9O12S2 at a distorted geometry (wB97M-V/def2-TZVPD).

Results
molecular weight: 1470.8 g/mol
HOMO energy: -18.5 eV
E_LUMO: -10.69 eV
frontier orbital gap: 7.829 eV
total charge: +6

Geometry as XYZ:
```
226
Properties=species:S:1:pos:R:3:forces:R:3
C 0.38369 0.68206 1.98735 -1.5 -2.6 -2.1
F 0.95068 1.84901 1.87750 0.6 0.6 0.1
F 0.65830 0.08418 3.13993 -0.3 0.9 -0.4
F -0.96900 0.86796 1.80722 0.8 0.0 0.8
S 0.87029 -0.65293 0.60734 1.7 0.7 1.9
O 2.32783 -0.61366 0.60519 -1.1 1.1 -0.1
O 0.35579 -1.89503 1.09775 -1.3 0.7 -0.2
N 0.18971 -0.01033 -0.84262 1.1 -1.2 3.3
S 0.92183 -0.97596 -1.85112 0.1 -2.6 -5.5
O 1.74592 -0.25371 -2.82385 -1.3 0.0 1.0
O 1.49858 -2.21532 -1.38336 -0.5 0.7 0.4
C -0.64787 -1.72537 -2.95938 4.6 0.9 1.8
F -1.15823 -0.65436 -3.54139 -1.2 -0.2 -0.7
F -0.03337 -2.54704 -3.85886 -1.6 0.7 0.8
F -1.49077 -2.37226 -2.17480 -0.3 0.1 -0.9
C 0.35863 9.15185 5.29639 1.4 0.2 -0.9
C 1.57258 8.23997 5.64101 0.2 0.3 -0.4
N 2.73798 8.12252 4.54087 0.5 1.8 -0.6
C 3.39919 9.55502 4.21876 -1.0 -0.7 0.6
C 3.92910 7.26867 5.03015 0.0 -0.7 1.6
C 4.63950 7.64911 6.46790 -2.4 -0.1 -1.7
C 2.22455 7.57587 3.17437 0.5 -2.3 1.7
C 1.32243 6.25264 3.29763 -0.1 1.7 -1.3
O 1.93815 5.09849 3.85294 -0.9 0.7 0.6
C 0.92907 4.19981 4.33836 0.5 -0.9 -0.4
H 0.05779 8.99359 4.26075 -0.4 -0.3 0.0
H 0.62538 10.20864 5.30856 0.1 0.0 0.3
H -0.48845 9.02540 5.97061 0.3 -0.3 0.0
H 1.20377 7.23451 5.84379 0.4 -0.2 -0.4
H 2.06905 8.56460 6.55546 0.1 0.2 -0.2
H 3.88565 9.88413 5.13699 -0.6 0.2 0.0
H 2.61525 10.20966 3.83801 0.0 0.0 0.5
H 4.17964 9.57704 3.45816 -0.1 -1.0 -0.1
H 4.61240 7.18424 4.18512 0.2 0.6 0.1
H 3.50287 6.26939 5.11884 0.0 0.0 0.2
H 3.86384 7.51768 7.22233 -0.1 0.1 0.1
H 4.92052 8.70165 6.50394 0.6 -0.4 0.0
H 5.38911 6.91855 6.77198 0.3 0.3 -0.6
H 3.12340 7.22013 2.67075 0.2 0.3 -0.1
H 1.80152 8.37764 2.56913 -0.4 -0.2 0.4
H 1.01469 6.03533 2.27481 0.5 -0.1 -0.6
H 0.32095 6.50643 3.64507 0.1 -0.1 1.3
H 1.40981 3.29860 4.71890 0.4 0.4 0.6
H 0.38362 3.72586 3.52230 -0.5 0.7 -0.4
H 0.25745 4.63729 5.07704 0.1 0.1 0.0
C 4.88298 0.56152 -0.80335 -0.3 -1.3 0.0
C 6.08631 -0.14626 -1.44672 0.6 -0.4 -0.8
N 5.90733 -1.61725 -1.98715 -2.1 1.3 -0.2
C 4.94867 -1.57787 -3.22202 1.0 -0.4 1.0
C 7.24807 -2.17926 -2.50987 0.0 -0.4 1.4
C 8.26507 -2.28095 -1.39206 0.0 0.4 0.6
C 5.18782 -2.40336 -0.87628 0.0 -1.2 -0.1
C 4.92404 -3.94031 -1.11209 0.5 1.7 -1.3
O 6.11346 -4.69381 -1.35474 -0.5 0.0 1.8
C 5.79677 -6.01890 -0.94421 -0.5 -2.0 -1.1
H 3.96861 0.39228 -1.37201 -0.2 -0.9 0.3
H 4.75812 1.63968 -0.70292 1.5 0.2 -0.2
H 4.90812 0.12227 0.19392 -1.1 0.2 0.1
H 6.85414 -0.35971 -0.70310 0.1 0.8 -0.2
H 6.45738 0.40020 -2.31378 0.4 -0.1 0.2
H 5.32846 -0.75180 -3.82325 -0.3 -0.2 -0.2
H 3.91200 -1.46572 -2.90448 0.2 0.3 0.1
H 5.05069 -2.53956 -3.72488 0.0 0.1 -0.2
H 7.67713 -1.53722 -3.27915 -0.8 -0.1 -0.3
H 6.93651 -3.17818 -2.81514 0.4 0.2 -0.5
H 8.50318 -1.29372 -0.99608 -0.1 0.1 0.2
H 9.25792 -2.61596 -1.69226 -0.4 -0.5 -0.4
H 7.86465 -2.91000 -0.59704 0.4 -0.1 0.0
H 4.23690 -1.89430 -0.71915 -0.3 -0.2 -0.6
H 5.61711 -2.27158 0.11692 1.0 0.0 -0.3
H 4.30414 -4.07631 -1.99828 -0.3 0.1 -0.1
H 4.31304 -4.27265 -0.27285 0.4 -0.1 0.3
H 6.43034 -6.81963 -1.32570 0.9 0.8 -0.3
H 4.86540 -6.30130 -1.43501 -0.5 0.1 0.1
H 5.70608 -6.29558 0.10618 0.1 1.1 0.4
C -3.11241 1.27550 4.68498 -0.1 1.3 0.5
C -4.50544 1.91147 5.06670 0.4 -1.4 -1.6
N -5.34802 2.67288 4.00318 0.7 -0.8 -0.3
C -5.56155 1.90832 2.64962 1.1 0.4 1.7
C -6.73984 2.92322 4.64284 1.3 -0.1 -0.1
C -7.73560 1.71591 4.85607 -0.9 1.4 0.1
C -4.58235 3.99882 3.62628 -0.8 -1.0 1.4
C -4.47443 5.04451 4.85434 0.9 -1.2 -1.9
O -3.37895 4.68283 5.69032 -0.9 -0.2 0.4
C -3.35001 5.34678 6.99604 -0.9 -0.4 -0.7
H -2.99504 0.92733 3.65878 -0.2 -0.2 0.1
H -2.84494 0.51083 5.41426 -0.8 -0.6 -0.2
H -2.28193 1.94041 4.92224 -0.1 0.7 -0.5
H -4.37308 2.62433 5.88058 -0.3 -0.4 0.1
H -5.14950 1.04455 5.21414 -0.1 0.3 0.9
H -6.26267 2.47456 2.03651 0.2 0.0 0.1
H -5.88816 0.88011 2.80520 -0.3 0.3 0.4
H -4.55535 1.83630 2.23673 -0.2 0.2 -0.4
H -6.94153 3.80608 4.03623 -1.7 -0.4 -0.1
H -6.54278 3.33132 5.63416 0.2 -0.1 -0.1
H -7.54893 0.65371 4.69801 0.9 0.3 -0.4
H -8.68461 1.92516 4.36243 0.2 0.1 -0.5
H -8.06043 1.78086 5.89451 0.3 -0.1 0.2
H -5.09230 4.31815 2.71739 -0.2 0.8 0.4
H -3.64132 3.58679 3.26187 0.4 0.4 0.5
H -5.44776 5.08628 5.34320 0.2 0.2 0.3
H -4.24802 5.98971 4.36095 -0.3 0.3 0.1
H -3.11377 6.39792 6.83052 0.6 -0.1 0.4
H -2.74100 4.71862 7.64613 0.6 0.6 -0.3
H -4.31191 5.33852 7.50867 -0.4 -0.1 -0.4
C -1.65088 -5.20180 -0.93854 -0.5 -0.7 -0.1
C -0.78238 -5.71330 -2.13116 -1.6 0.6 0.0
N -0.83013 -7.24052 -2.35408 0.4 0.9 -2.7
C 0.19456 -7.56917 -3.55690 -0.5 -1.0 0.9
C -0.42896 -7.92485 -1.12588 -0.4 0.0 1.3
C 0.80110 -7.41722 -0.39059 1.5 -1.0 -0.8
C -2.24405 -7.92704 -2.75518 0.9 2.1 -0.7
C -2.67734 -7.54730 -4.17920 -0.4 0.6 -0.6
O -3.20692 -6.16476 -4.21224 2.2 -2.0 1.8
C -4.24183 -5.83810 -5.07912 -0.7 -0.8 -0.1
H -1.73525 -5.82773 -0.05018 0.9 0.0 0.1
H -2.70111 -5.19210 -1.23012 -0.1 0.1 -0.5
H -1.43448 -4.18011 -0.62644 0.5 -0.2 -0.1
H 0.24042 -5.33686 -2.14752 0.2 -0.7 0.5
H -1.22698 -5.20639 -2.98759 0.0 -0.6 -0.4
H 0.06764 -8.62867 -3.77929 -0.3 -0.1 0.2
H 1.24337 -7.48273 -3.27292 -0.3 0.6 0.4
H 0.04256 -7.05361 -4.50515 -0.4 0.6 0.6
H -0.28163 -8.95190 -1.45987 0.2 -0.1 0.6
H -1.32012 -7.86370 -0.50122 0.0 -0.4 0.2
H 1.07750 -8.13107 0.38537 -0.3 -0.2 -0.1
H 1.01028 -6.45308 0.07285 -1.2 0.4 -0.3
H 1.57083 -7.53659 -1.15307 0.6 0.1 0.2
H -3.04341 -7.57333 -2.10403 0.4 0.4 0.3
H -2.14412 -8.98868 -2.52931 0.4 0.1 -0.5
H -3.35417 -8.33322 -4.51434 -1.0 0.3 0.3
H -1.95609 -7.65576 -4.98923 0.7 0.3 0.5
H -5.03284 -5.46331 -4.42956 -0.3 0.4 -0.5
H -4.61492 -6.75512 -5.53518 -0.2 0.2 -0.4
H -3.89128 -5.12472 -5.82498 -0.3 0.0 0.0
C -8.92166 -0.70754 -0.14603 0.1 -1.5 -0.2
C -8.60318 -2.28560 -0.17507 -0.4 1.7 -0.6
N -7.12693 -2.61052 0.06832 -0.9 -1.9 1.5
C -6.91265 -2.34145 1.58177 1.9 0.9 -1.0
C -6.95278 -4.17294 0.05480 -0.2 0.3 -2.4
C -7.05708 -4.82583 -1.37894 1.2 0.8 0.8
C -6.20198 -1.89268 -1.02854 -1.3 -0.9 1.5
C -4.72845 -2.31460 -1.03458 0.3 0.3 -0.4
O -4.25868 -1.77197 0.13496 -2.0 0.9 1.5
C -2.98613 -1.80819 0.61732 1.6 -0.1 0.0
H -8.59688 -0.20546 0.76531 0.5 0.0 -0.3
H -9.97926 -0.44584 -0.17901 -0.3 -0.8 0.0
H -8.56600 -0.28932 -1.08767 0.5 0.3 0.4
H -8.86176 -2.65215 -1.16849 0.1 0.0 0.0
H -9.19776 -2.86512 0.53113 0.2 0.2 0.2
H -7.48888 -2.93926 2.28795 -0.7 0.0 -0.8
H -7.01327 -1.26819 1.74327 -0.2 -0.2 0.1
H -5.87389 -2.61082 1.77286 0.0 0.2 0.0
H -7.65373 -4.63864 0.74754 0.2 0.4 0.2
H -5.90171 -4.28385 0.32137 -0.3 -0.3 0.6
H -7.07763 -5.91199 -1.28979 -0.3 0.1 0.1
H -6.07802 -4.58681 -1.79415 -0.1 -0.2 -0.6
H -7.78558 -4.48496 -2.11460 -0.4 0.0 0.5
H -6.28867 -0.85813 -0.69644 0.3 0.0 -0.5
H -6.81025 -2.07632 -1.91420 0.5 0.1 -0.2
H -4.13909 -1.83327 -1.81501 -0.6 0.1 -0.9
H -4.49260 -3.37364 -1.13894 -0.4 -0.3 0.1
H -2.67358 -2.81783 0.88385 0.0 0.0 0.5
H -3.00352 -1.08736 1.43475 0.3 -0.5 0.4
H -2.21271 -1.45648 -0.06548 -0.1 0.2 -0.5
C 2.75187 -0.24278 -6.16232 -1.4 0.8 -0.4
C 1.42581 -0.41859 -7.02110 0.1 -1.3 -0.4
C 1.61158 -0.28568 -8.60263 0.9 -1.5 0.6
O 0.79309 -1.22555 -9.29282 0.3 1.2 0.3
C 0.99280 -1.25561 -10.74257 -0.9 -1.0 0.7
N 0.75184 -1.79125 -6.62003 0.9 0.7 -0.8
H 0.52988 -1.80594 -5.63483 -0.1 0.2 0.2
H -0.07008 -2.00238 -7.16773 -0.4 0.3 -0.4
H 1.36124 -2.58436 -6.76043 1.0 -0.6 -0.3
H 2.71163 0.78418 -5.79924 0.1 0.1 0.1
H 3.69916 -0.33097 -6.69427 -0.4 -0.4 -0.3
H 2.74788 -0.87597 -5.27510 0.0 -0.2 -0.1
H 0.59094 0.20573 -6.70282 0.5 0.7 0.0
H 2.63353 -0.54807 -8.87624 0.4 -0.1 0.4
H 1.54940 0.76458 -8.88758 -0.8 0.1 -0.1
H 0.29554 -2.05908 -10.97998 -0.2 0.4 -0.6
H 1.95143 -1.64069 -11.09018 0.4 0.4 0.6
H 0.73775 -0.30781 -11.21663 0.0 -0.1 0.1
C 4.68794 4.00454 2.88105 1.5 1.1 -1.3
C 4.66046 2.83609 3.78100 -1.4 -1.7 1.7
C 4.19320 1.51433 3.18570 -0.5 -2.9 0.3
O 4.14186 0.40275 4.15743 2.1 3.6 2.0
C 4.09210 -0.86186 3.64530 -1.2 -1.2 -2.0
N 5.93653 2.59888 4.63680 -1.4 0.9 -0.8
H 5.68297 2.11097 5.48400 -0.1 -1.0 0.1
H 6.66190 2.11489 4.12721 0.5 -0.2 0.0
H 6.24924 3.49575 4.98023 0.6 0.5 -0.2
H 5.40310 3.95053 2.06023 0.1 -0.5 -0.1
H 5.04753 4.88641 3.41122 -0.4 0.1 0.3
H 3.73279 4.23740 2.41036 -0.1 -0.3 0.5
H 3.91646 3.06896 4.54280 0.1 0.0 0.3
H 4.77239 1.17721 2.32606 0.3 0.2 -0.1
H 3.14257 1.44885 2.90285 0.0 1.4 -0.6
H 3.31801 -0.76887 2.88357 -0.3 -1.0 -0.4
H 3.79811 -1.61432 4.37706 0.0 0.5 0.3
H 4.97638 -1.24546 3.13639 0.5 0.4 0.1
C -1.58451 3.89824 -0.24759 1.0 -0.3 0.3
C -0.71006 3.65022 -1.49717 -0.5 0.0 -0.7
C 0.77018 3.96982 -1.42282 1.4 0.2 0.5
O 1.40310 4.01364 -2.66587 -1.5 -0.8 -1.0
C 2.82701 4.04348 -2.64917 -1.0 0.3 -0.3
N -0.94832 2.20656 -2.02206 -0.3 2.1 0.1
H -0.28161 1.58870 -1.58178 0.2 -1.2 0.5
H -1.91305 1.97418 -1.83395 -0.2 -0.5 0.5
H -0.88058 2.14467 -3.02788 0.6 0.2 -0.5
H -1.30351 4.78999 0.31271 -0.3 0.8 -1.0
H -1.39119 3.24258 0.60142 -0.2 -1.1 -0.4
H -2.62893 3.88989 -0.55937 0.0 0.2 0.4
H -1.14432 4.23610 -2.30727 0.2 0.4 0.1
H 1.38747 3.33133 -0.79085 -0.5 -0.9 0.4
H 0.90297 4.91800 -0.90183 -0.5 0.6 0.0
H 3.22996 3.11443 -2.24593 0.1 0.2 0.6
H 3.02830 4.98127 -2.13135 1.1 -0.2 0.1
H 3.13963 4.05847 -3.69328 0.0 0.4 0.1
As 2.90011 -4.75958 -5.51103 1.8 -2.2 -1.0
F 2.95519 -3.54857 -6.84911 -0.8 -0.6 1.0
F 2.45596 -3.50555 -4.35433 0.0 -0.1 -0.5
F 3.01733 -5.91344 -4.07944 -0.7 1.3 -1.8
F 3.34532 -6.07112 -6.67324 -1.1 1.9 1.8
F 4.63251 -4.37707 -5.30036 -1.5 -0.2 0.3
F 1.10829 -5.01061 -5.80911 1.9 0.3 0.5
```
Positions in Å, forces in eV/Å.

Atom charges from the Mulliken analysis, given in e for atoms 1 to 99: 0.162, -0.104, -0.144, -0.066, 0.318, 0.026, -0.592, -0.348, 0.852, -0.614, -0.442, -0.379, -0.261, -0.202, 0.241, -1.263, -0.282, 0.176, -0.986, -0.395, -1.168, -0.973, -0.663, -0.058, -0.985, 0.295, 0.393, 0.373, 0.284, 0.517, 0.393, 0.456, 0.374, 0.368, 0.269, 0.371, 0.309, 0.374, 0.476, 0.524, 0.193, 0.655, 0.357, 0.196, 0.370, 0.116, -0.980, 0.437, -1.395, -0.327, -1.328, 0.210, -0.890, -0.315, -0.678, -0.377, 0.584, -0.081, 0.465, 0.358, 0.524, 0.374, 0.529, 0.474, 0.455, 0.378, 0.454, 0.295, -0.292, 0.510, 0.075, 0.611, 0.353, 0.118, 0.333, -0.947, -0.499, 0.016, -1.186, -0.356, -1.484, -0.463, -0.729, -0.177, -0.867, -0.016, 0.518, 0.222, 0.461, 0.536, 0.478, 0.466, 0.316, 0.632, 0.328, 0.335, 0.412, 0.415, 0.476